107
Properties=species:S:1:pos:R:3 method="wB97M-V/def2-TZVPD" e_homo_ev="-11.85 / -11.84" e_above_lowest_kcal_mol=29.4 multiplicity=2 total_charge=+1
Sb 1.260 1.894 4.315
Zn 0.382 1.150 0.630
P 2.478 1.351 -0.513
P -0.837 3.000 -0.387
Si -0.904 -1.961 -0.012
F -0.273 1.178 5.077
F 0.315 1.514 2.570
F 0.443 3.580 4.331
F 2.522 2.562 3.096
F 1.989 0.178 4.148
F 2.259 2.259 5.835
O -1.500 -2.684 1.310
O 0.238 -2.912 -0.682
O -2.038 -1.738 -1.160
O -0.312 -0.475 0.272
C -1.955 2.272 -2.833
C 1.274 -0.289 -2.402
C -2.042 2.243 -1.437
C 2.184 -4.074 -1.337
C -2.786 -4.061 -1.305
C 2.620 2.957 -1.358
C 6.215 1.643 1.033
C -1.837 -2.240 2.644
C 5.120 1.812 0.204
C 2.493 -1.580 -4.017
C -4.103 1.008 -1.565
C 0.291 4.029 -1.373
C -1.090 4.468 1.923
C -4.030 1.066 -2.953
C 0.839 -4.863 0.619
C -4.232 -2.140 -1.974
C -2.665 -3.354 3.251
C 1.349 -3.646 -0.145
C -2.199 -2.704 -3.325
C 1.285 -1.143 -3.494
C 3.695 -1.178 -3.443
C 3.696 -0.327 -2.350
C -2.876 6.014 2.331
C -1.685 4.127 0.709
C -2.650 -0.951 2.573
C -0.556 -2.028 3.433
C -3.105 1.581 -0.802
C 3.822 0.370 1.656
C 6.112 0.851 2.174
C -2.884 4.722 0.301
C -3.465 5.677 1.115
C -1.691 5.413 2.736
C 4.920 0.216 2.486
C 2.159 -2.732 0.765
C -2.957 1.689 -3.586
C 2.481 0.137 -1.843
C 3.919 1.165 0.516
C 1.375 3.311 -2.183
C -2.813 -2.672 -1.933
H 2.843 3.721 -0.611
H -1.151 -3.005 -3.252
H 0.052 -1.250 2.966
H -2.908 1.723 -4.666
H 1.669 -5.373 1.111
H -0.169 4.000 2.239
H -3.597 -1.125 2.053
H -3.554 -3.542 2.646
H -4.812 0.614 -3.550
H 4.634 -0.034 -1.892
H 6.968 0.742 2.828
H 0.348 -1.484 -3.916
H -2.081 -4.275 3.300
H -2.249 -1.710 -3.781
H 1.568 -4.641 -2.038
H -2.980 -3.085 4.261
H -1.236 5.663 3.685
H -3.148 1.526 0.280
H 0.736 4.717 -0.652
H 7.150 2.132 0.792
H 3.051 -3.245 1.130
H -3.457 -4.723 -1.853
H -3.351 6.749 2.969
H 2.474 -1.846 0.207
H -2.092 -0.182 2.031
H -1.129 2.764 -3.330
H -4.240 -1.137 -2.403
H -2.859 -0.575 3.576
H 4.636 -1.539 -3.840
H 0.023 -2.954 3.465
H 1.566 -2.417 1.630
H 2.895 -0.127 1.907
H -0.358 4.629 -2.015
H -3.103 -4.024 -0.261
H -4.929 0.505 -1.081
H 1.675 3.965 -3.001
H 0.357 -5.565 -0.066
H -4.648 -2.093 -0.964
H 0.107 -4.566 1.371
H 3.015 -4.704 -1.014
H 3.483 2.873 -2.019
H 5.209 2.440 -0.674
H 0.326 -0.001 -1.961
H -4.384 6.155 0.806
H -0.772 -1.715 4.454
H 2.586 -3.199 -1.855
H -2.727 -3.412 -3.968
H 4.830 -0.385 3.382
H 2.501 -2.258 -4.861
H -3.350 4.448 -0.638
H -1.776 -4.480 -1.335
H -4.867 -2.787 -2.583
H 0.977 2.408 -2.655